[1]
# C9H11NO5Pb

C9H11NO5Pb as an isolated structure (ωB97M-V/def2-TZVPD, the OMol25 dataset).

Properties
HOMO energy   -16.18 eV
LUMO   -8.9 eV
Kohn-Sham gap   7.30 eV
Net charge   +2

Geometry (Å):
Pb (-0.2961, 1.9532, -0.5169)
C (-0.2699, 3.1879, 1.4504)
O (-0.1006, 3.0987, 2.6008)
C (-0.2454, 4.0378, -2.0890)
O (-0.2104, 4.9895, -2.7081)
C (-2.8249, 1.5028, -0.9499)
O (-3.9654, 1.3794, -1.0702)
C (2.2602, 1.6972, -1.1348)
O (3.3760, 1.4459, -1.0651)
C (-0.2563, -0.7831, -3.3630)
H (0.6762, -1.2348, -2.9711)
H (-1.2074, -1.2708, -3.0865)
C (-0.2258, 0.2942, -4.1635)
H (-1.1494, 0.7601, -4.5266)
H (0.7252, 0.7738, -4.4364)
C (1.6744, -2.0173, 2.2606)
N (0.2442, -1.7681, 2.2157)
C (-0.6355, -2.3756, 3.2183)
C (-0.2711, -0.8875, 1.3396)
O (0.4761, -0.1882, 0.5954)
H (1.9122, -2.7214, 3.0563)
H (2.2530, -1.1109, 2.4468)
H (2.0239, -2.4498, 1.3224)
H (-1.1201, -1.5675, 3.8097)
H (-1.4283, -2.9390, 2.6803)
H (-0.0297, -3.0312, 3.8734)
H (-1.3851, -0.7754, 1.2113)

***

[2]
# C39H24Br2F8N4O4SbScTe

C39H24Br2F8N4O4SbScTe as an isolated structure (ωB97M-V/def2-TZVPD, the OMol25 dataset).

Properties
Energy relative to the best compared isomer or geometry (same formula, charge and spin)   0.0 kcal per mole
HOMO energy   -7.95 eV
LUMO   -0.3 eV
Kohn-Sham gap   7.62 eV
Net charge   0

Geometry (Å):
Sc (-0.6363, -1.8972, -0.0545)
O (-3.2894, 0.8741, 1.8083)
C (-2.6081, -0.1208, 1.6513)
N (-2.7064, -1.1023, 0.7134)
C (-3.3912, -0.8772, -0.4498)
O (-3.7917, 0.1598, -0.9473)
C (-3.4921, -2.1793, -1.2142)
C (-4.5766, -2.5274, -1.9950)
C (-4.5545, -3.7622, -2.6228)
C (-3.4494, -4.5851, -2.4687)
C (-2.3889, -4.1395, -1.7014)
N (-2.4189, -2.9628, -1.0805)
C (-1.5215, -0.4357, 2.6576)
C (-1.5885, 0.0714, 3.9450)
C (-0.5890, -0.2651, 4.8419)
C (0.4437, -1.0871, 4.4153)
C (0.4410, -1.5334, 3.1048)
N (-0.5185, -1.2123, 2.2364)
H (-5.4042, -1.8399, -2.0953)
H (-5.3905, -4.0797, -3.2321)
H (-3.3971, -5.5515, -2.9490)
H (-1.4888, -4.7268, -1.5721)
H (-2.4219, 0.7080, 4.2072)
H (-0.6183, 0.0971, 5.8615)
H (1.2404, -1.3864, 5.0821)
H (1.2347, -2.1700, 2.7368)
Br (-0.0981, -6.7978, 1.4145)
C (1.2696, -5.5466, 1.0722)
C (2.6103, -5.9730, 1.0958)
C (3.6313, -5.1040, 0.8445)
Br (5.4175, -5.7327, 0.8897)
C (3.3597, -3.7471, 0.5386)
C (4.3233, -2.7636, 0.2267)
C (3.9241, -1.4958, -0.0910)
C (2.5539, -1.1887, -0.0926)
N (1.6354, -2.0703, 0.2265)
C (2.0108, -3.3438, 0.5270)
C (0.9207, -4.2361, 0.8093)
O (-0.2900, -3.7615, 0.7722)
H (2.8228, -7.0098, 1.3157)
H (5.3711, -3.0319, 0.2263)
H (4.6408, -0.7315, -0.3559)
H (2.2030, -0.2074, -0.3773)
F (1.1560, 0.1785, -2.9821)
Te (-0.5178, -0.7593, -3.5674)
F (-0.0129, -2.1045, -2.0027)
F (0.7267, -1.8101, -4.4489)
F (-0.7565, 0.0837, -5.2738)
F (-1.7355, -2.1658, -4.0639)
O (-0.5221, 0.1879, -0.3870)
F (0.5544, 6.2807, -4.8944)
C (0.4018, 5.2884, -4.0058)
C (0.5812, 5.5672, -2.6642)
C (0.4135, 4.5367, -1.7550)
C (0.0964, 3.2475, -2.1888)
C (-0.0787, 3.0012, -3.5440)
C (0.0692, 4.0296, -4.4621)
Sb (-0.0949, 1.9830, -0.5040)
C (-1.4123, 3.0832, 0.6826)
C (-2.7449, 3.2045, 0.2999)
C (-3.6139, 3.9578, 1.0674)
C (-3.1262, 4.5724, 2.2047)
F (-3.9696, 5.3016, 2.9543)
C (-1.8097, 4.4690, 2.6073)
C (-0.9453, 3.7120, 1.8311)
C (1.7922, 2.0538, 0.4052)
C (1.9369, 1.5085, 1.6807)
C (3.1928, 1.3858, 2.2515)
C (4.2892, 1.8071, 1.5210)
F (5.5096, 1.6814, 2.0645)
C (4.1802, 2.3468, 0.2541)
C (2.9155, 2.4675, -0.3039)
H (0.8350, 6.5691, -2.3476)
H (0.5290, 4.7612, -0.6993)
H (-0.3055, 2.0200, -3.9165)
H (-0.0675, 3.8556, -5.5202)
H (-3.1281, 2.6747, -0.5629)
H (-4.6591, 4.0545, 0.8099)
H (-1.4812, 4.9676, 3.5087)
H (0.0902, 3.6175, 2.1368)
H (1.0720, 1.1591, 2.2349)
H (3.3313, 0.9647, 3.2380)
H (5.0701, 2.6566, -0.2764)
H (2.8145, 2.8759, -1.3028)

***

[3]
# C24H11Cl60O4P

A 16-piece molecular cluster, C24H11Cl60O4P overall (ωB97M-V/def2-TZVPD, the OMol25 dataset).

Properties
Energy relative to the best compared isomer or geometry (same formula, charge and spin)   0.0 kcal per mole
HOMO energy   -8.68 eV
LUMO   -1.0 eV
Kohn-Sham gap   7.72 eV
Net charge   0

Geometry (Å):
C (-2.9858, 1.8772, -0.4171)
C (-2.0161, 3.0082, -0.9036)
O (-2.2425, 4.2335, -0.2091)
C (-1.7494, 4.2051, 1.0604)
C (-0.5573, 4.7393, 1.3830)
C (-0.0476, 4.6050, 2.8291)
O (0.6245, 5.4531, 3.3392)
C (-0.4853, 3.3008, 3.5610)
P (0.4902, 2.5532, 4.9701)
C (-0.6417, 1.2239, 5.6408)
O (0.5877, 3.7003, 6.2065)
C (-1.6182, 2.6964, 3.1262)
C (-2.5015, 3.5594, 2.2279)
O (-3.6593, 3.7600, 2.4595)
H (-2.4602, 1.3373, 0.3908)
H (-3.2030, 1.1456, -1.2057)
H (-3.8997, 2.3163, 0.0057)
H (-2.2053, 3.1340, -1.9822)
H (-0.9732, 2.6643, -0.8004)
H (0.0388, 5.2954, 0.6731)
H (-0.4513, 0.3315, 5.0290)
H (-1.6917, 1.5415, 5.5198)
H (-0.4434, 1.0261, 6.7033)
H (-0.0780, 3.5204, 6.8828)
H (-1.8901, 1.6724, 3.3926)
C (3.0336, 3.0987, -0.4303)
Cl (1.4559, 3.5900, 0.2652)
Cl (3.6725, 1.6544, 0.3724)
Cl (2.8317, 2.7349, -2.1521)
Cl (4.1923, 4.4211, -0.2333)
C (4.9013, -2.1393, 1.8980)
Cl (3.3295, -1.7443, 2.6012)
Cl (4.6727, -3.3721, 0.6453)
Cl (5.5959, -0.6893, 1.1647)
Cl (5.9988, -2.7430, 3.1544)
C (0.2960, -0.7531, -0.5863)
Cl (-1.0697, -1.8683, -0.4182)
Cl (0.3246, 0.3604, 0.7923)
Cl (1.8043, -1.6696, -0.6225)
Cl (0.1260, 0.1707, -2.0875)
C (0.7736, -5.7434, -0.5572)
Cl (-0.3138, -6.6457, 0.5103)
Cl (1.6943, -6.8788, -1.5539)
Cl (-0.1737, -4.6715, -1.6014)
Cl (1.8831, -4.7689, 0.4174)
C (-1.1246, -8.7624, -4.3634)
Cl (0.1128, -9.9539, -4.7914)
Cl (-2.7163, -9.5363, -4.3699)
Cl (-0.7821, -8.1110, -2.7545)
Cl (-1.1123, -7.4455, -5.5450)
C (9.0467, -5.2972, 2.0344)
Cl (9.2347, -6.9952, 1.5712)
Cl (7.5182, -4.6740, 1.4017)
Cl (9.0458, -5.1644, 3.8009)
Cl (10.3892, -4.3528, 1.3734)
C (-0.1713, 5.9704, -3.3740)
Cl (-1.7951, 6.4825, -2.8946)
Cl (-0.2911, 4.7312, -4.6341)
Cl (0.7264, 7.3613, -3.9963)
Cl (0.6746, 5.2972, -1.9713)
C (-2.6949, 8.8488, -5.9197)
Cl (-3.9836, 7.9990, -5.0544)
Cl (-1.6576, 7.6699, -6.7365)
Cl (-3.4095, 9.9359, -7.1202)
Cl (-1.7351, 9.7869, -4.7671)
C (4.1368, -1.4952, 6.8329)
Cl (4.9506, -2.7546, 7.7728)
Cl (2.6361, -2.1474, 6.1572)
Cl (3.7627, -0.1216, 7.8858)
Cl (5.1963, -0.9625, 5.5219)
C (2.2112, 2.2525, 11.3210)
Cl (2.8159, 3.6935, 12.1477)
Cl (1.8996, 0.9775, 12.5063)
Cl (0.7083, 2.6467, 10.4700)
Cl (3.4174, 1.6902, 10.1540)
C (-2.1317, -4.9808, -9.0279)
Cl (-2.7356, -3.5580, -9.8880)
Cl (-0.7759, -5.6812, -9.9224)
Cl (-1.5890, -4.5064, -7.4114)
Cl (-3.4268, -6.1783, -8.8840)
C (3.8424, 6.4191, 4.5345)
Cl (3.0334, 7.9409, 4.9391)
Cl (5.4112, 6.3503, 5.3573)
Cl (2.8401, 5.0641, 5.0503)
Cl (4.0935, 6.3343, 2.7828)
C (-6.4643, -9.5889, -5.6965)
Cl (-5.7268, -10.8758, -4.7309)
Cl (-7.9737, -10.1792, -6.4050)
Cl (-6.8011, -8.1939, -4.6620)
Cl (-5.3516, -9.1115, -6.9882)
C (-2.0419, 11.5740, -1.2216)
Cl (-1.9309, 9.8748, -1.6980)
Cl (-3.4246, 12.3225, -2.0340)
Cl (-2.2541, 11.6871, 0.5314)
Cl (-0.5562, 12.4134, -1.6925)
C (-6.8026, -13.9878, -7.4108)
Cl (-7.9875, -13.3415, -8.5557)
Cl (-6.2527, -15.5756, -7.9656)
Cl (-5.4221, -12.8875, -7.3061)
Cl (-7.5508, -14.1467, -5.8147)

***

[4]
# C32H33CrN7O4Se

C32H33CrN7O4Se as an isolated structure (ωB97M-V/def2-TZVPD, the OMol25 dataset).

Properties
<S²>   3.776
Energy relative to the best compared isomer or geometry (same formula, charge and spin)   0.0 kcal per mole
HOMO energy (alpha / beta)   -9.32 / -9.32 eV
LUMO (alpha / beta)   -3.6 / -3.9 eV
Kohn-Sham gap (alpha / beta)   5.77 / 5.47 eV
Multiplicity   4
Net charge   +1

Geometry (Å):
Cr (-0.7807, 0.7140, 1.3971)
C (-2.0881, -2.1410, 0.9089)
O (-1.9926, -0.7469, 0.5413)
C (-2.8435, -0.2593, -0.4455)
C (-3.6345, -1.0706, -1.2342)
C (-4.4235, -0.4816, -2.2157)
C (-4.4111, 0.8927, -2.4003)
C (-3.6169, 1.6980, -1.5985)
C (-2.8327, 1.1245, -0.6117)
N (-1.9406, 1.8451, 0.2454)
N (-1.8446, 3.0832, 0.0060)
C (-0.9916, 3.8939, 0.6663)
C (-0.1227, 3.4935, 1.7194)
O (-0.0071, 2.2760, 2.1522)
C (0.6764, 4.4809, 2.3663)
C (0.6348, 5.7750, 1.9727)
C (-0.1845, 6.2192, 0.8891)
C (-0.1674, 7.5650, 0.4767)
C (-0.9364, 7.9781, -0.5789)
C (-1.7536, 7.0489, -1.2391)
C (-1.7925, 5.7334, -0.8436)
C (-1.0017, 5.2872, 0.2284)
H (-1.8698, -2.7620, 0.0443)
H (-3.0876, -2.3348, 1.2993)
H (-1.3133, -2.3017, 1.6504)
H (-3.6414, -2.1419, -1.1021)
H (-5.0475, -1.1086, -2.8377)
H (-5.0151, 1.3408, -3.1770)
H (-3.5974, 2.7708, -1.7244)
H (1.3133, 4.1488, 3.1753)
H (1.2435, 6.5100, 2.4873)
H (0.4616, 8.2675, 1.0100)
H (-0.9170, 9.0102, -0.9008)
H (-2.3634, 7.3722, -2.0728)
H (-2.4304, 5.0301, -1.3579)
N (-2.1353, 0.7417, 3.0491)
C (-1.7620, -0.2010, 4.1415)
C (-0.3185, 0.0266, 4.5612)
C (0.6831, -0.5781, 3.5850)
O (1.7209, -1.0545, 3.9656)
O (0.3067, -0.5526, 2.3153)
H (-2.0698, 1.6875, 3.4192)
H (-3.1093, 0.6055, 2.7925)
H (-1.8910, -1.2142, 3.7620)
H (-2.4349, -0.0722, 4.9904)
H (-0.1310, -0.3970, 5.5452)
H (-0.1183, 1.1014, 4.6211)
C (3.5430, -3.5834, -2.0315)
N (2.6786, -4.5735, -1.4270)
C (1.8089, -4.3383, -0.4116)
Se (1.4782, -2.7666, 0.4792)
N (1.2231, -5.5323, -0.1371)
C (1.7279, -6.5394, -0.9513)
C (1.4679, -7.8953, -1.0362)
C (2.1859, -8.6141, -1.9816)
C (3.1264, -7.9951, -2.8079)
C (3.3828, -6.6343, -2.7182)
C (2.6601, -5.9220, -1.7770)
H (3.2384, -2.6070, -1.6638)
H (3.4432, -3.6227, -3.1161)
H (4.5822, -3.7658, -1.7563)
H (0.5792, -5.6389, 0.6263)
H (0.7431, -8.3764, -0.3933)
H (2.0157, -9.6776, -2.0779)
H (3.6697, -8.5902, -3.5290)
H (4.1200, -6.1559, -3.3489)
C (3.6620, 1.9243, -1.5476)
N (2.3740, 1.3119, -1.2500)
C (1.5389, 0.6862, -2.1477)
C (0.4377, 0.3163, -1.4490)
N (0.5885, 0.7145, -0.1382)
C (1.7623, 1.3130, -0.0610)
H (4.1657, 1.3432, -2.3151)
H (4.2723, 1.9267, -0.6485)
H (3.5262, 2.9461, -1.8971)
H (1.8051, 0.5526, -3.1812)
H (-0.4275, -0.2258, -1.7881)
H (2.1990, 1.7162, 0.8378)

***

[5]
# C16H16BN2O6RhSi

C16H16BN2O6RhSi as an isolated structure (ωB97M-V/def2-TZVPD, the OMol25 dataset).

Properties
Energy relative to the best compared isomer or geometry (same formula, charge and spin)   16.9 kcal per mole
HOMO energy   -9.06 eV
LUMO   -1.6 eV
Kohn-Sham gap   7.45 eV
Net charge   0

Geometry (Å):
Rh (-0.6331, -0.3879, -0.3244)
O (-1.6133, -4.2620, 3.7838)
C (-1.1055, -3.1593, 4.3027)
O (-0.9088, -3.0095, 5.4802)
C (-0.7724, -2.0611, 3.3502)
C (-0.2125, -0.8513, 3.7311)
N (-0.0378, -0.1171, 2.6240)
N (-0.4751, -0.7811, 1.5500)
C (-0.9009, -1.9718, 1.9658)
C (-1.3469, -2.9094, 0.8839)
O (-1.7398, -4.0314, 1.1665)
O (-1.2147, -2.3827, -0.2787)
H (-1.7002, -4.2213, 2.7959)
H (0.0599, -0.4986, 4.7104)
H (0.3369, 0.8140, 2.5192)
C (-3.5746, 4.0796, -2.6297)
Si (-1.8773, 4.2373, -1.8485)
C (-1.9094, 5.3856, -0.3646)
C (-0.5959, 4.7859, -3.1022)
C (-1.3732, 2.5696, -1.2313)
C (-1.0931, 1.4385, -0.8599)
H (-3.9239, 5.0419, -3.0086)
H (-4.3012, 3.7165, -1.9020)
H (-3.5527, 3.3750, -3.4617)
H (-2.1884, 6.3986, -0.6587)
H (-0.9292, 5.4280, 0.1121)
H (-2.6280, 5.0369, 0.3780)
H (-0.8251, 5.7776, -3.4960)
H (-0.5547, 4.0886, -3.9397)
H (0.3949, 4.8207, -2.6476)
O (2.2273, 0.2743, 0.1154)
B (1.1980, 0.0237, -0.8058)
O (1.6769, 0.0260, -2.1094)
C (3.0230, 0.2859, -1.9954)
C (3.9599, 0.3996, -2.9959)
C (5.2654, 0.6786, -2.5966)
C (5.5983, 0.8301, -1.2560)
C (4.6412, 0.7098, -0.2503)
C (3.3546, 0.4367, -0.6553)
H (3.6896, 0.2775, -4.0349)
H (6.0362, 0.7788, -3.3483)
H (6.6228, 1.0459, -0.9857)
H (4.8907, 0.8227, 0.7950)

***

[6]
# C5H12N2O2

An isolated molecule of C5H12N2O2 (ωB97M-V/def2-TZVPD, the OMol25 dataset).

Properties
Structure (SMILES)   CCN(N=O)[C@@H](C)OC
Energy relative to the best compared isomer or geometry (same formula, charge and spin)   100.8 kcal per mole
HOMO energy   -9.15 eV
LUMO   0.8 eV
Kohn-Sham gap   9.95 eV
Net charge   0

Geometry (Å):
C (0.4642, 2.3514, -0.4664)
C (0.6699, 1.3195, 0.6394)
N (1.0037, 0.0354, 0.0447)
N (2.3195, -0.1490, -0.1045)
O (2.5903, -1.2805, -0.5631)
C (0.1126, -0.9869, -0.5320)
C (0.0350, -2.1750, 0.4483)
O (-1.1123, -0.5042, -1.0084)
C (-2.1637, -0.2645, -0.0139)
H (-0.3079, 1.9187, -1.1320)
H (1.3905, 2.6689, -1.0277)
H (0.0251, 3.2672, -0.0290)
H (-0.2142, 1.2392, 1.2978)
H (1.5449, 1.6233, 1.2713)
H (0.6740, -1.2618, -1.3719)
H (-0.6170, -1.8965, 1.2340)
H (-0.3031, -3.0404, -0.0564)
H (1.0382, -2.3453, 0.7635)
H (-2.8811, 0.3479, -0.4992)
H (-2.5391, -1.2500, 0.3801)
H (-1.7295, 0.3825, 0.7255)

***

[7]
# C5H14

A 2-piece molecular cluster, C5H14 overall (ωB97M-V/def2-TZVPD, the OMol25 dataset).

Properties
Structure (SMILES)   CCC.CC
Energy relative to the best compared isomer or geometry (same formula, charge and spin)   15.5 kcal per mole
HOMO energy   -11.14 eV
LUMO   1.1 eV
Kohn-Sham gap   12.26 eV
Net charge   0

Geometry (Å):
C (1.3259, 1.4059, -1.8235)
C (0.2067, 0.7641, -1.0391)
C (-1.1206, 1.4369, -1.3075)
H (1.7922, 2.2811, -1.3452)
H (2.2039, 0.7847, -2.0247)
H (1.0816, 1.8871, -2.7776)
H (0.4407, 0.8577, 0.0280)
H (0.1455, -0.3140, -1.1697)
H (-1.5070, 2.2223, -0.6570)
H (-1.9949, 0.7630, -1.2965)
H (-1.1877, 1.7993, -2.3379)
C (-0.8303, -1.5889, 1.5734)
C (0.4588, -1.8406, 2.3467)
H (-1.5538, -1.0075, 2.1356)
H (-0.5631, -1.1686, 0.6051)
H (-1.3773, -2.4966, 1.3023)
H (0.6021, -2.9138, 2.4925)
H (0.4934, -1.4323, 3.3624)
H (1.3842, -1.4399, 1.9328)

***

[8]
# C19H27NO4

An isolated molecule of C19H27NO4 (ωB97M-V/def2-TZVPD, the OMol25 dataset).

Properties
Structure (SMILES)   CCO[C@H]1OC(C(=O)NCc2ccccc2)=C[C@@H](C)[C@@H]1CCCO
Energy relative to the best compared isomer or geometry (same formula, charge and spin)   391.5 kcal per mole
HOMO energy   -8.22 eV
LUMO   0.5 eV
Kohn-Sham gap   8.74 eV
Net charge   0

Geometry (Å):
C (0.2885, -3.6192, -1.2240)
C (0.1747, -2.0648, -1.3394)
O (-1.0919, -1.6957, -0.9536)
C (-1.2564, -0.1908, -0.6615)
O (-0.4027, -0.0380, 0.5091)
C (-0.4905, 1.1823, 0.9338)
C (0.2122, 1.4225, 2.3197)
O (0.3982, 2.5762, 2.5524)
N (0.4880, 0.3613, 3.0054)
C (1.2434, 0.5054, 4.0293)
C (2.6622, 0.2230, 3.9491)
C (3.2086, -1.2338, 4.4730)
C (4.4478, -1.5236, 4.4932)
C (5.2344, -0.8086, 3.5333)
C (4.9020, 0.2200, 2.7897)
C (3.6584, 0.8056, 3.0076)
C (-0.9308, 2.1563, -0.0644)
C (-1.5851, 2.0090, -1.1727)
C (-1.3228, 3.1080, -2.1834)
C (-1.1221, 0.6569, -1.6499)
C (-1.8869, 0.1746, -2.8175)
C (-3.2280, 0.1256, -3.0361)
C (-3.8134, -0.4656, -4.2852)
O (-5.3578, -0.3824, -4.2984)
H (0.1908, -4.0476, -0.3755)
H (-0.2323, -4.0844, -1.8674)
H (1.4223, -3.9235, -1.5512)
H (0.4768, -1.7476, -2.3670)
H (0.8111, -1.5248, -0.5170)
H (-2.4701, -0.2977, -0.2690)
H (0.6082, -0.5226, 2.2329)
H (1.0992, 1.4708, 4.5798)
H (0.7869, -0.1289, 4.8702)
H (2.6275, -1.5913, 5.0898)
H (4.8244, -2.6096, 4.8104)
H (6.3353, -1.1002, 3.3855)
H (5.5066, 0.9862, 2.2223)
H (3.1613, 1.5854, 2.5463)
H (-0.8018, 3.0973, 0.5481)
H (-2.4986, 1.9681, -1.1370)
H (-0.1182, 2.9276, -2.1677)
H (-1.6006, 2.9803, -3.1037)
H (-1.4331, 4.1804, -1.7633)
H (-0.1414, 0.7014, -2.0502)
H (-1.5238, 0.7194, -3.7142)
H (-1.5712, -0.7754, -3.1774)
H (-3.7374, 1.0266, -2.8550)
H (-3.5811, -0.4411, -2.1947)
H (-3.4404, 0.0626, -5.1288)
H (-3.5397, -1.2928, -4.4458)
H (-5.5909, -1.1229, -3.5097)

***

[9]
# C4H3I3

C4H3I3 as an isolated structure (ωB97M-V/def2-TZVPD, the OMol25 dataset).

Properties
Energy relative to the best compared isomer or geometry (same formula, charge and spin)   67.9 kcal per mole
HOMO energy   -8.70 eV
LUMO   -0.3 eV
Kohn-Sham gap   8.36 eV
Net charge   0

Geometry (Å):
C (-1.8797, -0.5566, -0.8462)
C (-1.2273, -0.3120, 0.2874)
C (1.0661, -0.3717, 0.3315)
C (1.5559, 0.8403, 0.2398)
I (1.9176, -2.1925, 0.5849)
I (3.5755, 1.2569, 0.7681)
I (0.3899, 2.5859, -0.2458)
H (-2.9453, -0.6038, -0.8319)
H (-1.2994, -0.5110, -1.7132)
H (-1.1533, -0.1354, 1.4253)